8
Properties=species:S:1:pos:R:3:forces:R:3 method="wB97M-V/def2-TZVPD" charge=+3 gap_ev="10.744 / 7.307" max_force_ev_per_a=4.88 homo_ev="-28.5 / -28.3" multiplicity=6 e_above_lowest_ev=0.6145
H -1.44985 -0.30294 0.17438 -0.8 -1.4 -1.2
Fe -0.80911 2.13252 -1.92825 -0.7 2.3 -1.9
C -0.42654 -0.21267 -0.24019 -2.8 3.3 2.3
O -0.16081 0.96309 -0.66698 0.3 -3.6 0.0
C 0.59449 -0.72935 0.71676 -1.0 1.5 0.3
H 1.05697 0.55884 0.63760 1.0 -3.1 2.2
H 1.15190 -0.89535 -0.35192 1.1 -1.2 1.1
F 0.04296 -1.51415 1.65861 2.7 2.2 -2.8


50
Properties=species:S:1:pos:R:3:forces:R:3 method="wB97M-V/def2-TZVPD" charge=-1 gap_ev=5.443 max_force_ev_per_a=1.83 homo_ev=-3.5 multiplicity=1
H 3.02484 0.98076 -3.32721 -0.3 0.0 0.2
H 2.55656 1.50987 -0.90620 -0.2 -0.2 -0.2
C 0.39556 -0.21163 2.96858 -0.1 1.4 0.0
N 0.41319 -2.92655 2.28822 0.4 -0.4 0.6
C -3.19830 3.87114 2.72461 0.0 0.2 -0.5
H -0.88936 -1.06686 -1.04292 0.3 0.2 -0.1
C 0.28059 -2.61366 3.63675 0.1 0.8 -1.0
C 0.19311 -0.86987 -2.88129 0.7 0.2 -0.1
H 2.72987 -2.25646 -4.45640 -0.1 0.1 -0.2
H 1.32760 -4.80907 2.51835 -0.2 0.0 -0.3
C 0.64642 0.39649 0.63638 -0.4 0.0 0.6
H 1.07228 -0.23446 5.60437 -0.2 0.0 -0.1
C 1.31193 -0.31018 -3.53223 -0.3 0.2 1.1
H -2.18834 2.91552 -0.92640 0.1 0.1 0.3
C -3.13643 2.53488 2.34928 0.4 0.7 -0.7
Br -2.86289 6.69255 2.34318 0.0 0.2 0.0
H 3.08881 -1.44719 -6.01307 0.0 -0.2 0.0
N 0.34115 -1.25373 3.92076 -0.2 -0.6 0.2
C 1.90712 0.83871 -1.47523 -0.4 -0.4 0.9
C -2.50254 4.54249 0.47832 -0.3 0.0 0.6
O 0.29650 0.96221 3.33750 0.2 -1.7 -0.1
H 0.60234 -4.48458 0.90152 0.0 0.1 0.1
H -3.49513 4.13328 3.73603 0.0 0.1 -0.1
S 0.09887 -3.83231 4.77285 0.0 0.5 -0.1
H 1.63222 -2.45873 -5.85712 0.1 -0.1 0.0
C -0.01913 -0.63153 -1.53805 0.0 0.1 0.4
C 0.48650 -4.35878 1.97547 -0.1 0.0 0.0
C -2.62284 2.17931 1.06576 -0.7 1.5 0.4
C -2.43557 3.20604 0.09373 -0.1 0.0 1.0
H 0.13085 -1.73335 5.89456 0.0 0.4 0.1
C 0.84784 0.18960 -0.79554 0.2 0.1 -1.3
C 0.83824 -2.01794 1.29183 0.4 0.2 -1.3
C 0.61117 -0.59608 1.57889 0.5 -0.4 0.2
H -0.70489 -0.21795 5.41521 0.2 0.0 0.0
H -0.47765 -1.53305 -3.43155 0.2 0.3 0.1
C 0.80651 0.07332 -5.93973 0.1 -0.1 0.5
H -0.43239 -4.82405 2.34351 0.2 0.0 -0.2
H -2.26348 5.32519 -0.23646 -0.1 0.0 0.1
N 1.54542 -0.59104 -4.88571 0.5 0.1 -1.0
H -3.41566 1.73227 3.02999 0.2 0.2 -0.1
H 0.63324 1.42690 1.00601 0.0 -0.4 0.0
C 2.28910 -1.75396 -5.32349 -0.2 0.3 0.4
C -2.86074 4.87970 1.79886 0.1 -1.2 -0.4
C 2.16526 0.55615 -2.80479 -0.5 -0.6 -0.8
H 1.50384 0.49723 -6.67635 -0.1 0.0 0.0
O 1.35852 -2.43115 0.25311 -0.7 0.1 1.3
H 0.20059 0.87879 -5.51313 0.1 -0.1 -0.1
H 0.14905 -0.63364 -6.46778 -0.1 0.1 0.0
S -2.17988 0.59584 0.76574 0.3 -1.7 -0.6
C 0.20010 -0.82041 5.30126 -0.1 -0.1 0.3


Copy entry 1 word for word.
8
Properties=species:S:1:pos:R:3:forces:R:3 method="wB97M-V/def2-TZVPD" charge=+3 gap_ev="10.744 / 7.307" max_force_ev_per_a=4.88 homo_ev="-28.5 / -28.3" multiplicity=6 e_above_lowest_ev=0.6145
H -1.44985 -0.30294 0.17438 -0.8 -1.4 -1.2
Fe -0.80911 2.13252 -1.92825 -0.7 2.3 -1.9
C -0.42654 -0.21267 -0.24019 -2.8 3.3 2.3
O -0.16081 0.96309 -0.66698 0.3 -3.6 0.0
C 0.59449 -0.72935 0.71676 -1.0 1.5 0.3
H 1.05697 0.55884 0.63760 1.0 -3.1 2.2
H 1.15190 -0.89535 -0.35192 1.1 -1.2 1.1
F 0.04296 -1.51415 1.65861 2.7 2.2 -2.8


> The lowest multiplicity belongs to which entry?

C21H21BrN3O2S2


What did the first record say?
8
Properties=species:S:1:pos:R:3:forces:R:3 method="wB97M-V/def2-TZVPD" charge=+3 gap_ev="10.744 / 7.307" max_force_ev_per_a=4.88 homo_ev="-28.5 / -28.3" multiplicity=6 e_above_lowest_ev=0.6145
H -1.44985 -0.30294 0.17438 -0.8 -1.4 -1.2
Fe -0.80911 2.13252 -1.92825 -0.7 2.3 -1.9
C -0.42654 -0.21267 -0.24019 -2.8 3.3 2.3
O -0.16081 0.96309 -0.66698 0.3 -3.6 0.0
C 0.59449 -0.72935 0.71676 -1.0 1.5 0.3
H 1.05697 0.55884 0.63760 1.0 -3.1 2.2
H 1.15190 -0.89535 -0.35192 1.1 -1.2 1.1
F 0.04296 -1.51415 1.65861 2.7 2.2 -2.8


> What is the multiplicity in the second record?

1